A structure of composition C26H27IrN3O7P3S2, computed with ωB97M-V/def2-TZVPD.

Summary:
* multiplicity: 2
* charge: -1
* frontier orbital gap (spin up / spin down): 7.30 / 6.19 eV

```
69
Properties=species:S:1:pos:R:3:forces:R:3
Ir 1.085972 1.161894 -0.438699 -0.101 -0.089 -0.069
C 4.935896 2.159605 -2.710864 -0.002 -0.033 -0.024
C 3.514602 2.031023 -2.227873 -0.017 0.051 0.018
S 3.266621 0.990853 -0.909314 0.076 0.001 0.016
C 2.466033 2.716958 -2.805390 0.029 -0.002 0.020
C 2.655117 3.656944 -3.966562 -0.008 -0.019 -0.012
S 0.873580 2.548910 -2.234926 -0.005 0.028 0.002
H 5.597117 1.544447 -2.102546 0.001 0.002 0.001
H 5.283513 3.193139 -2.650862 -0.007 -0.004 0.005
H 5.032557 1.833313 -3.748805 0.008 0.003 -0.004
H 3.668514 3.619248 -4.361758 -0.002 -0.006 -0.008
H 2.445689 4.685178 -3.663959 0.007 -0.004 0.005
H 1.962246 3.410356 -4.772299 -0.005 0.008 -0.001
C -0.724711 5.137351 0.365816 0.001 -0.006 0.002
C -1.196930 3.930838 1.162547 -0.011 -0.001 0.008
O -2.121282 4.376867 2.151163 0.009 0.001 -0.007
P 0.221194 3.124588 1.967335 -0.035 -0.009 0.009
O -0.335949 1.877795 2.762051 0.020 0.010 0.042
O 0.645187 4.120790 3.131598 -0.004 -0.003 -0.012
O 1.366980 2.865585 1.044036 0.037 0.021 -0.021
P -1.960761 2.654282 0.030894 -0.036 0.059 0.004
O -3.171178 2.103626 0.973228 0.020 0.033 -0.020
O -2.506434 3.256092 -1.198536 0.004 -0.018 -0.004
O -0.973819 1.501753 0.017405 -0.007 -0.027 -0.035
H -0.303623 5.882795 1.042290 0.001 0.003 -0.003
H -1.576169 5.558458 -0.165927 -0.002 0.001 0.003
H 0.028368 4.843671 -0.365587 0.001 0.001 -0.001
H -2.662362 3.614819 2.397989 -0.004 0.003 -0.001
H -0.496632 1.099081 2.190288 -0.010 -0.013 -0.015
H 1.570907 3.985702 3.372248 -0.003 0.002 0.008
H -4.004236 2.387214 0.576658 -0.007 -0.016 0.018
C -5.298364 -2.925719 -0.307438 0.000 -0.008 0.009
C -4.448884 -3.748483 0.415467 -0.011 0.002 -0.010
C -3.157828 -3.331056 0.720054 0.005 0.004 -0.002
C -2.702010 -2.081053 0.312434 0.001 0.003 0.007
C -3.571956 -1.255105 -0.404599 0.008 0.013 -0.004
C -4.853004 -1.674926 -0.720007 0.003 -0.002 -0.005
P -1.049815 -1.363363 0.695627 0.037 -0.056 -0.001
C -0.223798 -2.746428 1.573308 -0.041 0.013 0.021
C -0.624111 -2.970598 2.892220 0.007 0.000 -0.001
C 0.013820 -3.913623 3.682259 0.009 0.009 0.001
C 1.089288 -4.629829 3.174639 -0.004 0.006 0.006
C 1.508172 -4.403093 1.873412 0.006 -0.010 -0.016
C 0.853289 -3.473772 1.075137 0.017 0.007 -0.005
C -0.288238 -1.457355 -0.992520 0.026 0.025 0.021
C -0.598167 -2.578238 -1.771939 -0.030 0.003 -0.001
C -0.062564 -2.769324 -3.031833 0.001 0.003 0.013
C 0.812881 -1.818396 -3.534632 0.006 -0.010 0.000
C 1.130910 -0.704734 -2.777736 0.007 0.029 -0.016
C 0.595632 -0.483010 -1.501217 0.006 -0.034 0.009
H -6.301586 -3.254773 -0.549093 -0.001 0.002 0.001
H -4.786495 -4.725637 0.739918 0.003 -0.002 -0.001
H -2.499496 -3.988910 1.274062 -0.007 -0.002 -0.003
H -3.228750 -0.275521 -0.720919 -0.005 -0.012 -0.009
H -5.508034 -1.024525 -1.286984 0.001 0.002 -0.001
H -1.434976 -2.380848 3.308138 -0.004 -0.006 0.004
H -0.305688 -4.065400 4.705876 -0.007 -0.001 0.002
H 1.619634 -5.334038 3.802257 0.004 -0.005 -0.007
H 2.366813 -4.933613 1.481716 0.002 0.009 0.010
H 1.204605 -3.292726 0.067184 -0.008 -0.002 -0.001
H -1.277281 -3.324276 -1.375617 -0.005 0.004 0.012
H -0.323534 -3.648658 -3.607825 0.001 0.001 -0.003
H 1.251825 -1.941306 -4.518375 -0.002 0.001 0.001
H 1.819035 0.019548 -3.195212 -0.006 0.022 0.007
N 4.170984 -2.577657 3.600347 0.038 0.022 -0.010
C 3.437813 -1.706302 3.386310 -0.062 -0.052 -0.019
N 2.604135 -0.689021 3.264260 -0.049 -0.029 0.082
C 2.036311 -0.383010 2.163650 0.089 0.018 -0.114
N 1.443423 -0.018396 1.226038 0.015 0.054 0.100
```
Forces are in eV/Å.

Results of the natural (NBO) charge analysis, in e, for atoms 1 through 4: number 1, Ir, carries 0.73; number 2, C, carries -0.65; number 3, C, carries -0.22; number 4, S, carries 0.24